Entry 1:
Computed, not measured: a structure of composition C8H13NOTc at a distorted geometry, with ωB97M-V with the def2-TZVPD basis set.

```
24
Properties=species:S:1:pos:R:3:mulliken_charge:R:1
C -0.12 -2.01 0.09 -0.720
C -0.61 -1.46 1.30 -0.439
C 0.46 -0.78 1.97 -0.551
C 1.63 -0.90 1.15 -0.177
C 1.29 -1.66 -0.01 -0.873
Tc 0.03 0.03 -0.54 0.650
N 0.93 -0.11 -2.07 -0.614
C -1.87 0.04 -1.15 -0.577
C -2.25 0.36 0.15 -0.443
H 0.41 -0.29 2.93 0.419
H -1.59 -1.60 1.72 0.702
H 2.63 -0.55 1.41 0.494
H 1.98 -1.98 -0.78 0.485
H -0.63 -2.73 -0.57 0.680
H -2.83 -0.37 0.71 0.311
H -1.72 0.88 -1.83 0.324
H 0.69 -0.15 -3.07 0.134
H -2.53 1.41 0.35 0.295
H -1.80 -1.00 -1.51 0.348
C 1.31 2.79 -0.10 -0.678
O 0.53 1.69 0.37 -0.514
H 2.27 2.48 -0.52 0.263
H 1.50 3.42 0.78 0.216
H 0.73 3.36 -0.82 0.265
```

Values from the calculation:
⟨S²⟩ = 3.8155
HOMO (spin up / spin down) = -5.96 / -8.43 eV
ΔE to the lowest compared entry with this formula, charge and spin = 0.000 eV
E = -14236.514 eV
multiplicity = 4
largest force on an atom = 0.1146 hartree/bohr

=====

Entry 2:
Computed, not measured: a cluster of 3 separate species, C8H13O2S in total at a distorted geometry, with ωB97M-V with the def2-TZVPD basis set.

```
24
Properties=species:S:1:pos:R:3:mulliken_charge:R:1
O -1.99 2.04 -0.34 -1.035
H -1.44 1.25 -0.60 0.100
C -2.63 -0.21 3.28 -1.345
S -1.38 0.09 2.09 0.653
O -0.04 -0.27 2.84 -0.707
C -1.85 -1.32 1.05 -1.144
H -2.61 -1.07 3.40 0.587
H -3.62 -0.04 2.88 0.428
H -2.64 0.39 4.27 0.254
H -2.74 -0.93 0.56 0.368
H -2.05 -2.26 1.37 0.524
H -1.12 -1.39 0.33 0.317
C 1.64 0.89 -3.03 -0.341
C 0.73 1.16 -1.85 -0.485
C 1.27 0.65 -0.58 -0.536
C 2.32 -0.23 -0.58 0.001
C 3.19 -0.58 -1.65 -0.429
C 2.82 0.06 -2.92 -0.389
H 1.48 1.33 -4.07 0.257
H -0.11 1.87 -1.91 0.476
H 0.81 1.03 0.32 0.614
H 2.58 -0.82 0.40 0.197
H 4.03 -1.27 -1.47 0.354
H 3.34 -0.35 -3.80 0.283
```

Values from the calculation:
HOMO = -2.74 eV
ΔE to the lowest compared entry with this formula, charge and spin = 3.060 eV
E = -23432.255 eV
total charge = -1
largest force on an atom = 0.3025 hartree/bohr